Computed, not measured: a structure of composition C16H29CoN2O3STe, with the ωB97M-V functional and the def2-TZVPD basis.

Results
- Multiplicity: 5
- ΔE to the lowest compared entry with this formula, charge and spin: 47.19 kJ/mol
- Calculated total energy: -3010.7281 Ha
- Frontier orbital gap (spin up / spin down): 8.35 / 5.37 eV
- Charge: +2
- LUMO (spin up / spin down): -0.18456 / -0.29688 Ha
- Expectation value of S²: 6.012

Last column: Löwdin charge in e.
CARTESIAN COORDINATES (ANGSTROEM)
Co: 0.1138 -0.0464 1.4496  0.3282
C: -1.5891 2.0957 2.9923  -0.0368
O: -1.5790 1.2486 1.8440  -0.2873
C: -2.8156 0.5664 1.6375  -0.1428
C: -2.8184 -0.7709 2.3792  -0.1304
O: -1.6336 -1.4649 1.9835  -0.3295
C: -1.1831 -2.4889 2.8633  -0.1430
C: -0.2233 -1.8975 3.9034  -0.1345
O: 0.7954 -1.1590 3.2149  -0.3004
C: 2.1121 -1.7003 3.3594  -0.0406
H: -2.3433 2.8774 2.8666  0.1156
H: -0.6075 2.5651 3.0583  0.0808
H: -1.7976 1.5369 3.9095  0.1046
H: -2.9009 0.3848 0.5630  0.1206
H: -3.6528 1.1905 1.9625  0.1501
H: -3.7016 -1.3560 2.1017  0.1548
H: -2.8162 -0.5970 3.4586  0.1339
H: -0.6500 -3.2066 2.2274  0.1345
H: -2.0335 -2.9834 3.3376  0.1514
H: 0.2146 -2.6944 4.5081  0.1455
H: -0.7480 -1.2032 4.5721  0.1376
H: 2.5091 -1.4613 4.3524  0.1122
H: 2.7387 -1.2377 2.5943  0.0909
H: 2.1092 -2.7850 3.2233  0.1113
C: 0.3381 0.1361 -6.7987  -0.0333
C: 0.2843 -0.1179 -5.3421  -0.2377
C: 1.3362 -0.7474 -4.6755  0.0091
C: 1.2545 -1.0746 -3.3378  -0.3233
C: 2.3963 -1.7387 -2.6419  -0.0825
C: 0.0759 -0.7525 -2.6335  -0.4692
Te: -0.2163 -1.5616 -0.7029  1.3496
C: -0.9623 -0.0364 -3.2613  -0.3223
C: -2.1844 0.3571 -2.4954  -0.0819
C: -0.8459 0.2554 -4.6030  0.0070
H: 1.3168 -0.0817 -7.2145  0.0853
H: 0.0681 1.1654 -7.0292  0.0932
H: -0.3965 -0.4971 -7.3008  0.1005
H: 2.2312 -0.9995 -5.2242  0.1265
H: 3.2133 -1.9243 -3.3335  0.0910
H: 2.0871 -2.6975 -2.2142  0.0652
H: 2.7659 -1.1094 -1.8291  0.0715
H: -1.9046 0.8442 -1.5582  0.0533
H: -2.7819 -0.5283 -2.2667  0.0836
H: -2.8037 1.0419 -3.0691  0.0924
H: -1.6520 0.7600 -5.1132  0.1299
N: 2.1460 2.6279 2.8996  0.1337
C: 2.2190 2.6736 1.5711  -0.8272
N: 2.6723 3.7596 0.9651  0.1467
S: 1.7239 1.3575 0.6015  0.7150
H: 2.5811 3.3389 3.4729  0.1384
H: 1.8613 1.7686 3.3459  0.0987
H: 2.9428 4.5916 1.4686  0.1391
H: 2.7359 3.7781 -0.0406  0.1210

***

Computed, not measured: a cluster of 2 separate species, C2HF3O2 in total at a distorted geometry, with the ωB97M-V functional and the def2-TZVPD basis.

Results
- ΔE to the lowest compared entry with this formula, charge and spin: 0.00 kJ/mol
- Calculated total energy: -526.9230 Ha
- Frontier orbital gap: 13.52 eV
- Charge: 0
- LUMO: 0.02199 Ha
- Structure (SMILES): FC(F)F.O=C=O

Last column: Löwdin charge in e.
CARTESIAN COORDINATES (ANGSTROEM)
F: -1.0092 -0.6674 -0.3380  0.0335
C: -0.3646 0.5191 -0.6892  -0.4736
F: -1.0378 1.5989 -0.2677  0.1181
F: -0.3024 0.5391 -1.9888  0.1492
H: 0.6307 0.2782 -0.1353  0.1914
O: -1.4138 -2.4310 2.7494  0.2039
C: -2.2321 -2.5318 1.9418  -0.4523
O: -3.0066 -2.7314 1.1363  0.2298